{"formula": "C23H28CoF9O3", "method": "ωB97M-V/def2-TZVPD", "elements": ["O", "C", "C", "H", "H", "C", "H", "H", "C", "H", "H", "H", "C", "H", "H", "H", "Co", "C", "C", "C", "H", "C", "C", "H", "H", "H", "H", "C", "C", "C", "H", "C", "C", "H", "H", "H", "H", "O", "C", "C", "H", "H", "C", "H", "H", "C", "H", "H", "H", "H", "F", "C", "F", "F", "C", "O", "C", "F", "F", "F", "C", "F", "F", "F"], "positions_angstrom": [[-0.7489, -0.3146, -5.0461], [-1.0032, 0.9470, -5.8199], [-0.4681, 0.3881, -7.1197], [-0.4063, 1.7869, -5.4420], [-2.0753, 1.1914, -5.8828], [-0.4531, -0.9443, -6.3460], [0.5279, 0.7739, -7.3506], [-1.1244, 0.4604, -7.9804], [0.8979, -1.6009, -6.4078], [1.6762, -0.9231, -6.0403], [1.1208, -1.8492, -7.4482], [0.8903, -2.5239, -5.8303], [-1.5983, -1.8647, -6.7396], [-2.5635, -1.3594, -6.6178], [-1.5679, -2.7633, -6.1143], [-1.5004, -2.1790, -7.7845], [-1.0589, -0.8469, -2.0059], [-2.6506, -0.7536, -0.8304], [-2.0026, 0.5229, -0.9884], [-2.0492, 0.8562, -2.3726], [-1.5519, 1.1028, -0.1904], [-2.6441, -0.2442, -3.0855], [-3.0231, -1.2354, -2.1236], [-3.5027, -2.1808, -2.3403], [-2.8479, -1.2442, 0.1189], [-1.7596, 1.8057, -2.8007], [-2.8324, -0.2856, -4.1538], [0.5792, -1.3400, 0.7783], [-0.1469, -1.8812, -0.4751], [0.7495, -1.6948, -1.5914], [-0.6505, -2.8428, -0.2960], [1.8771, -0.9039, -1.1293], [1.8239, -0.7544, 0.2263], [2.6082, -0.3393, 0.8439], [0.7861, -2.2599, 1.3386], [0.7703, -2.2820, -2.5194], [2.6649, -0.5747, -1.7918], [2.2839, 1.9510, -5.1728], [1.9931, 1.1274, -3.9999], [1.0769, 1.9885, -3.1026], [2.9699, 0.9532, -3.4674], [1.5641, 0.1476, -4.3052], [1.4677, 3.4549, -3.4526], [1.2317, 1.7570, -2.0504], [0.0235, 1.7941, -3.3546], [2.5174, 3.2677, -4.5666], [1.9212, 3.9707, -2.5940], [0.6122, 4.0484, -3.8138], [3.4927, 3.2500, -4.0387], [2.4965, 4.0641, -5.3141], [1.3366, -2.1809, 3.5440], [1.3122, -0.8228, 3.6469], [1.3877, -0.4989, 4.9574], [2.4430, -0.3758, 3.0407], [0.0461, -0.2101, 2.9896], [-0.1629, -0.3711, 1.6106], [-1.2789, -0.7814, 3.6343], [-1.2592, -0.8105, 4.9853], [-2.3476, -0.0549, 3.2230], [-1.4884, -2.0459, 3.1928], [0.0849, 1.3561, 3.2004], [0.0909, 1.7206, 4.5143], [1.1844, 1.8833, 2.5983], [-0.9850, 1.9255, 2.6087]], "multiplicity": 4, "largest_force_ev_per_a": 3.82, "e_homo_ev": [-0.77, -3.31], "charge": -1}

***

{"formula": "C30H48P2PtS", "method": "ωB97M-V/def2-TZVPD", "elements": ["Pt", "C", "C", "C", "C", "C", "C", "H", "H", "H", "C", "H", "H", "H", "C", "H", "H", "H", "C", "H", "H", "H", "C", "H", "H", "H", "C", "C", "C", "C", "C", "C", "C", "C", "H", "H", "H", "H", "H", "H", "H", "H", "H", "H", "H", "H", "P", "P", "C", "C", "H", "H", "H", "H", "C", "H", "H", "H", "C", "H", "H", "H", "C", "H", "H", "H", "C", "H", "H", "H", "S", "C", "C", "C", "C", "C", "C", "H", "H", "H", "H", "H"], "positions_angstrom": [[-0.2105, -1.1659, -2.7234], [-0.4561, -2.8172, 1.5865], [0.8676, -2.8641, 1.0829], [0.8168, -1.4126, 2.8757], [-0.4912, -1.9073, 2.6731], [1.6540, -1.9599, 1.8569], [-1.6030, -3.6052, 1.1046], [-1.3406, -4.1605, 0.2058], [-2.4356, -2.9420, 0.8612], [-1.9504, -4.3244, 1.8602], [-1.6689, -1.4942, 3.4630], [-2.5569, -2.0875, 3.2018], [-1.9194, -0.4297, 3.3161], [-1.4929, -1.6222, 4.5450], [1.2114, -0.4947, 3.9601], [1.0325, -0.9643, 4.9381], [0.6221, 0.4306, 3.9385], [2.2717, -0.2376, 3.9052], [3.0778, -1.6655, 1.6703], [3.6965, -2.0970, 2.4748], [3.2473, -0.5838, 1.6506], [3.4429, -2.0699, 0.7204], [1.3740, -3.7381, 0.0089], [1.7070, -4.7307, 0.3710], [2.2251, -3.2788, -0.5041], [0.5923, -3.9157, -0.7368], [-0.8533, -0.1133, -4.3987], [-1.2311, -1.4820, -4.5203], [-0.4708, -2.4964, -5.3455], [1.0489, -2.5017, -5.0800], [1.4344, -1.9309, -3.7189], [1.6763, -0.5341, -3.3693], [1.5846, 0.5874, -4.3767], [0.2752, 0.5359, -5.1952], [-0.6687, -2.3901, -6.4198], [1.6499, -2.0605, -5.8941], [-0.8428, -3.4950, -5.0646], [0.4558, 0.0410, -6.1577], [-1.6347, 0.6049, -4.0928], [-2.2870, -1.7151, -4.3514], [-0.0364, 1.5684, -5.4174], [1.5496, 1.5385, -3.8284], [2.4242, -0.4085, -2.5762], [2.4802, 0.5961, -5.0199], [1.3432, -3.5607, -5.0336], [2.0590, -2.6470, -3.1473], [-1.8142, -0.1711, -1.0971], [1.1647, 1.2790, -0.1411], [-1.4110, 1.7622, -1.4244], [-0.1858, 2.4266, -0.7439], [-2.3161, 2.2771, -1.0837], [-1.3110, 1.8364, -2.5131], [0.3255, 3.1393, -1.4193], [-0.4979, 2.9908, 0.1499], [1.4346, 1.9152, 1.5439], [2.3291, 1.4282, 1.9558], [0.5469, 1.6767, 2.1522], [1.5543, 3.0039, 1.5109], [2.7027, 1.9505, -0.8810], [2.5903, 2.9889, -1.1939], [2.9973, 1.3371, -1.7385], [3.4737, 1.8884, -0.1044], [-2.8303, -0.0950, 0.4451], [-2.3087, -0.6649, 1.2148], [-3.8122, -0.5408, 0.2511], [-2.9808, 0.9333, 0.7621], [-3.0795, -1.4744, -1.7473], [-3.5760, -1.9758, -0.8975], [-2.5233, -2.2689, -2.2919], [-3.8440, -1.0132, -2.3892], [-1.8368, 2.3544, 2.5276], [-1.2081, 3.4287, 3.6272], [-1.3284, 3.1474, 5.0154], [-0.7949, 4.0389, 5.9276], [-0.1432, 5.2033, 5.5060], [-0.0137, 5.4765, 4.1340], [-0.5475, 4.6109, 3.1879], [-1.8357, 2.2230, 5.3045], [-0.8902, 3.8199, 6.9964], [0.2704, 5.9046, 6.2424], [0.5036, 6.3684, 3.7973], [-0.4742, 4.7954, 2.1156]], "multiplicity": 5, "largest_force_ev_per_a": 4.06, "e_homo_ev": [-12.80, -13.07], "charge": 2}

***

{"formula": "C6H6FNO", "method": "ωB97M-V/def2-TZVPD", "elements": ["O", "C", "C", "F", "C", "C", "C", "C", "N", "H", "H", "H", "H", "H", "H"], "positions_angstrom": [[-2.3218, 0.6689, -0.7210], [-1.4556, 0.0500, -0.2052], [-1.9106, -1.3462, 0.8220], [-2.8273, -2.2107, 0.2597], [-0.0268, 0.2172, -0.1615], [1.0343, -0.4598, 0.3612], [2.2181, 0.2506, -0.0261], [1.7350, 1.3587, -0.7574], [0.4058, 1.2687, -0.9175], [-0.9577, -1.8760, 0.9145], [-2.2872, -1.0198, 1.8212], [0.9225, -1.1189, 1.1539], [3.2805, 0.2603, 0.1954], [2.4266, 2.1271, -1.2880], [-0.2358, 1.8299, -1.4513]], "smiles": "O=C(CF)c1ccc[nH]1", "multiplicity": 1, "largest_force_ev_per_a": 6.23, "e_homo_ev": -9.20}

***

{"formula": "H8O4", "method": "ωB97M-V/def2-TZVPD", "elements": ["O", "H", "H", "O", "H", "H", "O", "H", "H", "O", "H", "H"], "positions_angstrom": [[-3.1743, -11.4066, -21.1615], [-2.4078, -10.9473, -20.8182], [-3.9204, -10.9631, -20.7580], [-1.9753, -17.6848, -22.4867], [-1.8777, -16.7715, -22.7560], [-1.1528, -17.8937, -22.0439], [-1.5239, -14.5652, -22.3019], [-1.2985, -14.4878, -21.3748], [-1.9247, -13.7245, -22.5225], [-5.3523, -12.5152, -22.7302], [-4.5360, -12.3359, -22.2635], [-5.2828, -12.0080, -23.5390]], "multiplicity": 2, "largest_force_ev_per_a": 1.46, "e_homo_ev": [0.64, -7.35], "charge": -1}

***

{"formula": "C3HO3Ru", "method": "ωB97M-V/def2-TZVPD", "elements": ["O", "C", "C", "O", "C", "O", "Ru", "H"], "positions_angstrom": [[1.0644, 0.4104, -2.9983], [0.5650, 0.2896, -1.9493], [-0.1093, 0.0829, -0.8344], [0.6185, 0.1788, 0.3863], [-0.0565, -0.2135, 1.4520], [-0.7585, 0.5907, 2.0452], [-1.7633, -1.1267, -0.6838], [0.4397, -0.2122, 2.5823]], "multiplicity": 6, "largest_force_ev_per_a": 7.08, "e_homo_ev": [-19.98, -19.86], "charge": 2}

***

{"formula": "C3H4S", "method": "ωB97M-V/def2-TZVPD", "elements": ["C", "C", "C", "H", "H", "S", "H", "H"], "positions_angstrom": [[-0.5733, 0.0431, 0.9729], [-0.0773, 1.3047, 0.4643], [0.7866, 0.4644, 1.0682], [-0.1503, 2.1419, -0.2209], [1.7485, 0.0752, 1.3959], [-0.7729, -1.9298, -1.5548], [0.0103, -0.8646, -1.7810], [-0.9716, -1.2349, -0.3446]], "smiles": "C1=CC=1.S", "multiplicity": 1, "largest_force_ev_per_a": 2.23, "e_homo_ev": -9.22}

***

{"formula": "C15H46N8O7", "method": "ωB97M-V/def2-TZVPD", "elements": ["C", "O", "C", "C", "C", "N", "H", "H", "H", "H", "H", "H", "H", "H", "H", "H", "H", "C", "O", "C", "C", "C", "N", "H", "H", "H", "H", "H", "H", "H", "H", "H", "H", "H", "N", "C", "N", "O", "H", "H", "H", "H", "N", "C", "N", "O", "H", "H", "H", "H", "N", "C", "N", "O", "H", "H", "H", "H", "C", "C", "O", "H", "H", "H", "H", "H", "H", "C", "C", "O", "H", "H", "H", "H", "H", "H"], "positions_angstrom": [[-29.0260, 4.6347, 22.0198], [-29.1652, 3.2513, 21.7643], [-30.3666, 2.6410, 22.1578], [-30.2535, 1.1423, 21.9082], [-31.5506, 0.4204, 22.2404], [-29.1467, 0.5748, 22.7022], [-29.7616, 5.1601, 21.3955], [-28.0293, 4.8159, 21.6232], [-29.1445, 4.9464, 23.0609], [-30.5971, 2.8409, 23.2147], [-31.2095, 3.0998, 21.6203], [-30.1614, 0.9634, 20.8317], [-31.6084, -0.6412, 22.0136], [-32.3756, 0.8762, 21.6757], [-31.8536, 0.6330, 23.2722], [-29.5382, -0.2037, 23.2173], [-28.8021, 1.2302, 23.3919], [-27.6914, 7.2423, 13.8543], [-27.6542, 7.7802, 15.1605], [-27.4238, 6.9102, 16.2241], [-27.0300, 7.7831, 17.4459], [-26.9453, 6.8558, 18.6513], [-28.0264, 8.8467, 17.6779], [-26.8979, 6.5368, 13.5803], [-27.5913, 8.0377, 13.1207], [-28.6381, 6.6958, 13.8032], [-28.2785, 6.2517, 16.4412], [-26.6355, 6.1544, 16.0876], [-26.0693, 8.2540, 17.2284], [-26.3545, 5.9702, 18.3957], [-27.9502, 6.4634, 18.8409], [-26.5487, 7.2430, 19.5880], [-28.9125, 8.4756, 18.0329], [-28.2988, 8.9940, 16.7005], [-32.0852, 6.8591, 19.7968], [-31.1089, 7.7604, 19.4244], [-30.3091, 8.2053, 20.4228], [-30.8187, 7.9203, 18.2345], [-32.3046, 6.0847, 19.1991], [-32.2230, 6.6527, 20.7697], [-30.5255, 8.1120, 21.3932], [-29.4189, 8.5992, 20.1726], [-30.6968, 12.5126, 21.6078], [-30.2756, 11.2893, 22.0360], [-31.2237, 10.5942, 22.7304], [-29.1535, 10.8484, 21.7806], [-31.4532, 12.9187, 22.1235], [-30.1757, 13.0438, 20.9157], [-30.9505, 9.7219, 23.1385], [-32.1388, 10.9771, 22.8466], [-28.5027, 12.8870, 17.1382], [-28.7665, 12.6166, 18.4341], [-28.1067, 11.5933, 19.0297], [-29.6645, 13.2764, 19.0057], [-27.9601, 12.2280, 16.6058], [-28.9082, 13.7084, 16.7416], [-27.5772, 10.9560, 18.4521], [-28.4850, 11.1839, 19.8773], [-25.8610, 7.5088, 22.5594], [-26.1907, 8.8698, 22.0242], [-25.2274, 9.3864, 21.0922], [-26.7611, 7.0381, 22.9703], [-25.1000, 7.4511, 23.3314], [-25.6342, 6.8854, 21.6864], [-26.1703, 9.5371, 22.8935], [-27.1580, 9.0414, 21.5480], [-25.5320, 9.1880, 20.2028], [-24.6307, 11.8436, 19.0509], [-23.3195, 11.3411, 19.5276], [-22.3515, 12.3679, 19.2094], [-25.4893, 11.1881, 19.1411], [-24.5419, 12.1016, 17.9899], [-24.8428, 12.7924, 19.5457], [-22.8761, 10.4291, 19.0991], [-23.3128, 11.0811, 20.5938], [-21.5061, 12.0671, 19.5556]], "smiles": "COC[C@H](C)N.COC[C@H](C)N.NC(N)=O.NC(N)=O.NC(N)=O.CCO.CCO", "multiplicity": 1, "largest_force_ev_per_a": 2.67, "e_homo_ev": -9.14}

***

{"formula": "C4H7N2S", "method": "ωB97M-V/def2-TZVPD", "elements": ["C", "C", "C", "N", "S", "C", "N", "H", "H", "H", "H", "H", "H", "H"], "positions_angstrom": [[-0.9166, -0.5636, 1.9656], [-0.4355, -0.0233, 0.8171], [0.9265, -0.4205, 0.1793], [0.8830, -0.4282, -1.3210], [0.4754, 1.1929, -2.0854], [-0.8905, 1.5570, -0.8308], [-1.1316, 1.0670, 0.3089], [-1.7910, -0.1480, 2.2930], [-0.4703, -1.3686, 2.4213], [1.8007, 0.3076, 0.3086], [1.2474, -1.4839, 0.5842], [1.6849, -0.8388, -1.6552], [0.1554, -1.0878, -1.7893], [-1.5377, 2.2381, -1.1963]], "smiles": "C=C1C[NH2+]SC=N1", "multiplicity": 1, "largest_force_ev_per_a": 4.90, "e_homo_ev": -13.70, "charge": 1}